No. 1
Entry from the OMol25 dataset: a cluster of 2 separate species, C4H6O4 in total (the ωB97M-V functional and the def2-TZVPD basis).

The HOMO energy is -9.4 eV. The net charge is 0. The value obtained for the relative energy (zero: lowest compared OMol25 entry of this formula, charge and spin) is 94.80 kcal/mol.

Geometry (Å):
O 1.135 0.945 -1.715
O 1.365 -1.482 1.033
O 0.392 1.536 0.589
O 0.080 -1.835 -0.783
C -1.624 0.539 -0.307
C 1.325 0.756 -0.564
C -0.486 0.565 0.662
C 0.576 -1.079 0.003
H -0.670 0.152 1.660
H -1.276 0.578 -1.341
H -2.217 1.442 -0.129
H 2.207 0.680 0.068
H -2.245 -0.345 -0.168
H 1.439 -2.453 0.992

***

No. 2
Entry from the OMol25 dataset: an isolated molecule of C4H6O4 (the ωB97M-V functional and the def2-TZVPD basis).

The HOMO energy is -9.7 eV. The net charge is 0. The value obtained for the relative energy (zero: lowest compared OMol25 entry of this formula, charge and spin) is 36.50 kcal/mol. Its SMILES is C=C(O)[C@H](O)C(=O)O.

Geometry (Å):
O -1.600 -0.594 1.179
O 0.514 -1.742 0.084
O 1.386 1.265 -1.656
O 2.468 -0.522 -0.773
C -0.814 0.233 0.382
C 1.347 0.197 -1.063
C 0.074 -0.531 -0.582
C -0.879 1.563 0.529
H -2.159 -0.035 1.750
H -1.536 2.037 1.250
H 2.164 -1.340 -0.307
H -0.276 2.239 -0.073
H -0.193 -1.922 0.741
H -0.495 -0.847 -1.462

***

No. 3
Entry from the OMol25 dataset: an isolated molecule of C4H6O4 (the ωB97M-V functional and the def2-TZVPD basis).

The HOMO energy is -9.6 eV. The net charge is 0. The value obtained for the relative energy (zero: lowest compared OMol25 entry of this formula, charge and spin) is 80.56 kcal/mol. Its SMILES is O=CC1OCOCO1.

Geometry (Å):
O 1.874 -1.476 0.314
O -1.357 -0.469 0.362
O -0.268 0.728 -1.313
O 0.450 0.901 0.851
C -0.708 0.360 1.402
C 1.070 -1.079 -0.497
C 0.765 0.469 -0.450
C -1.451 0.400 -0.748
H -0.502 -0.316 2.358
H -1.384 1.287 1.637
H -2.015 1.427 -0.511
H -2.010 -0.143 -1.569
H 0.605 -1.692 -1.246
H 1.657 1.054 -0.626

***

No. 4
Entry from the OMol25 dataset: a structure of composition C4H6O5Yb (the ωB97M-V functional and the def2-TZVPD basis).

The spin multiplicity is 3. The HOMO energy (spin up / spin down) is -17.3 / -17.2 eV. Its expectation value of S² is 2.02. The net charge is +2.

Geometry (Å):
Yb -2.293 2.761 1.272
O -1.208 0.676 1.453
O -0.534 -2.825 -1.751
O -0.951 1.686 -0.362
O 0.873 1.057 0.727
O -0.391 -0.493 -0.382
C -0.386 0.653 0.376
C -0.318 -2.872 -0.566
C -0.222 -1.682 0.343
C 1.267 1.966 -0.567
H 1.280 2.998 -0.207
H 0.759 -1.728 0.850
H 0.946 1.771 -1.599
H -0.990 -1.794 1.129
H -0.152 -3.838 -0.041
H 2.319 1.664 -0.677

***

No. 5
Entry from the OMol25 dataset: a structure of composition C4H6O7Rh (the ωB97M-V functional and the def2-TZVPD basis).

The spin multiplicity is 5. The HOMO energy (spin up / spin down) is -14.0 / -13.7 eV. Its expectation value of S² is 6.02. The net charge is +1. The value obtained for the relative energy (zero: lowest compared OMol25 entry of this formula, charge and spin) is 0.00 kcal/mol.

Geometry (Å):
Rh -3.007 -0.908 -0.488
O -3.296 0.042 1.180
O -1.822 1.616 1.671
O 3.109 0.015 2.936
O -1.699 0.438 -0.258
O 4.225 1.662 1.857
O 3.126 0.162 0.677
O 1.845 1.845 1.931
C -0.505 2.169 1.459
C 3.137 0.787 1.933
C -2.264 0.700 0.857
C 0.586 1.270 2.054
H -0.537 3.147 1.950
H 0.558 0.285 1.551
H 4.364 1.989 2.751
H 0.366 1.090 3.121
H 2.468 -0.552 0.711
H -0.339 2.313 0.386

***

No. 6
Entry from the OMol25 dataset: a structure of composition C4H6O7V (the ωB97M-V functional and the def2-TZVPD basis).

The spin multiplicity is 5. The HOMO energy (spin up / spin down) is -4.5 / -4.5 eV. Its expectation value of S² is 6.00. The net charge is -1. The value obtained for the relative energy (zero: lowest compared OMol25 entry of this formula, charge and spin) is 0.00 kcal/mol.

Geometry (Å):
V -2.863 4.244 0.389
O 1.671 -2.858 0.089
O -1.596 3.043 1.222
O 2.505 -1.667 -1.640
O 1.115 -0.678 -0.288
O -2.500 2.713 -0.753
O -1.082 1.203 0.020
O 0.096 -2.378 -1.777
C -1.731 2.347 0.178
C 0.219 -0.652 0.800
C 1.457 -1.958 -0.759
C -0.215 0.764 1.074
H -0.666 -1.281 0.615
H 2.969 -2.496 -1.793
H -0.756 0.798 2.027
H -0.003 -1.538 -2.233
H 0.724 -1.043 1.698
H 0.652 1.437 1.132

***

Which of these has the highest net charge? C4H6O5Yb

***

net charge of number 3 (C4H6O4)? 0

***

net charge of number 2 (C4H6O4)? 0